Record 1
ORCA calculation (wB97M-V/def2-TZVPD) on a 18-piece molecular cluster, C36H115N7O18 overall at a distorted geometry.

## Properties
E_HOMO = -0.296 hartree
HOMO-LUMO gap = 7.949 eV
charge = 0

Atoms and positions in Å:
C -2.85 2.71 5.15
C -1.58 3.22 4.53
O -1.29 2.56 3.33
H -3.13 3.18 6.09
H -2.81 1.62 5.25
H -3.67 2.96 4.47
H -0.74 3.00 5.19
H -1.70 4.30 4.40
H -1.19 1.60 3.39
C -5.88 -1.40 -4.08
C -5.10 -1.95 -2.88
O -4.63 -3.28 -3.15
H -5.21 -1.28 -4.93
H -6.41 -0.49 -3.82
H -6.67 -2.12 -4.27
H -5.70 -1.89 -1.97
H -4.23 -1.36 -2.61
H -3.68 -3.29 -3.09
C -4.26 -3.25 3.28
C -2.82 -3.80 3.05
O -2.11 -2.78 2.30
H -4.84 -3.90 3.94
H -4.74 -3.01 2.33
H -4.27 -2.29 3.79
H -2.90 -4.71 2.45
H -2.25 -4.13 3.92
H -1.49 -3.34 1.82
C -4.51 0.29 1.63
C -5.01 0.44 0.22
O -4.02 0.85 -0.66
H -4.02 1.15 2.10
H -3.79 -0.53 1.61
H -5.26 -0.08 2.32
H -5.75 1.24 0.15
H -5.53 -0.45 -0.13
H -3.37 0.14 -0.68
C -0.92 0.06 -2.57
C -0.84 -0.47 -1.17
C -0.61 0.65 -0.09
O 0.74 1.13 0.03
C 1.74 0.27 0.60
N -2.04 -1.26 -0.83
H -1.81 0.69 -2.61
H -0.97 -0.76 -3.29
H -0.11 0.69 -2.91
H 0.05 -1.10 -1.14
H -0.89 0.23 0.88
H -1.26 1.51 -0.23
H 1.69 -0.74 0.20
H 1.55 0.15 1.67
H 2.75 0.57 0.31
H -1.84 -1.73 0.04
H -2.01 -2.01 -1.51
C 2.05 -3.39 -5.05
C 1.75 -1.96 -4.57
C 2.99 -1.15 -4.25
O 3.76 -1.73 -3.22
C 4.68 -0.84 -2.59
N 0.99 -1.35 -5.64
H 1.34 -3.89 -5.71
H 2.13 -4.06 -4.19
H 2.96 -3.41 -5.66
H 1.11 -2.14 -3.71
H 2.59 -0.21 -3.87
H 3.62 -0.98 -5.12
H 4.18 -0.20 -1.86
H 5.24 -0.23 -3.30
H 5.39 -1.50 -2.09
H 1.42 -1.38 -6.55
H 0.17 -1.91 -5.85
C 6.37 -1.45 1.20
C 7.18 -0.18 1.20
C 6.53 0.87 2.11
O 5.33 1.27 1.56
C 4.42 1.87 2.50
N 8.56 -0.49 1.62
H 5.41 -1.27 0.72
H 6.16 -1.75 2.23
H 6.98 -2.25 0.80
H 7.29 0.17 0.17
H 7.15 1.77 2.19
H 6.39 0.44 3.10
H 4.89 2.77 2.90
H 4.23 1.19 3.33
H 3.45 2.13 2.09
H 8.94 -1.14 0.94
H 9.15 0.28 1.32
C 2.88 2.64 -2.45
C 2.14 3.80 -1.72
C 2.29 5.21 -2.28
O 3.63 5.62 -2.12
C 4.02 6.06 -0.81
N 0.72 3.56 -1.79
H 2.73 1.68 -1.94
H 3.95 2.80 -2.52
H 2.56 2.53 -3.49
H 2.32 3.76 -0.64
H 1.55 5.93 -1.93
H 2.15 5.16 -3.36
H 4.03 5.19 -0.15
H 3.25 6.73 -0.42
H 4.99 6.54 -0.85
H 0.61 2.63 -1.40
H 0.21 4.11 -1.11
C 1.17 -3.67 -1.18
C 0.39 -4.96 -1.13
C -0.79 -4.80 -0.17
O -0.49 -4.48 1.21
C 0.16 -5.59 1.90
N 0.12 -5.29 -2.47
H 2.21 -3.78 -1.50
H 1.33 -3.12 -0.26
H 0.64 -2.97 -1.83
H 1.03 -5.75 -0.74
H -1.34 -5.74 -0.11
H -1.52 -4.05 -0.47
H 0.21 -5.38 2.97
H 1.11 -5.88 1.44
H -0.37 -6.54 1.87
H -0.44 -6.13 -2.42
H 1.00 -5.58 -2.87
C 1.66 -2.48 4.01
C 2.74 -3.17 4.84
C 3.93 -2.23 5.15
O 5.01 -3.04 5.72
C 6.30 -2.48 5.73
N 2.13 -3.66 6.02
H 2.04 -2.44 2.98
H 1.29 -1.50 4.33
H 0.79 -3.12 3.90
H 3.09 -4.06 4.33
H 3.74 -1.46 5.90
H 4.28 -1.82 4.20
H 6.65 -2.45 4.70
H 7.15 -2.88 6.28
H 6.31 -1.41 5.96
H 1.84 -2.76 6.40
H 2.88 -3.91 6.64
C -4.32 5.88 -0.09
C -4.67 4.39 -0.01
C -5.99 4.12 -0.84
O -7.13 4.50 -0.12
C -8.43 4.03 -0.68
N -3.54 3.69 -0.56
H -5.19 6.44 0.25
H -4.18 6.18 -1.12
H -3.44 6.12 0.52
H -4.89 4.07 1.01
H -6.05 3.09 -1.17
H -5.96 4.75 -1.73
H -8.50 4.48 -1.67
H -9.26 4.33 -0.05
H -8.43 2.94 -0.67
H -3.51 3.73 -1.56
H -3.76 2.70 -0.50
O -1.06 3.01 -3.97
H -0.74 2.19 -4.34
H -0.53 3.13 -3.18
O -4.64 1.80 -3.54
H -4.22 2.66 -3.42
H -4.48 1.34 -2.72
O -1.65 -3.39 -3.21
H -1.38 -3.16 -4.10
H -1.02 -4.06 -2.93
O -1.25 -0.43 3.71
H -1.62 -1.15 3.20
H -1.41 -0.67 4.62
O 0.18 1.20 -5.40
H 0.39 0.28 -5.59
H 0.34 1.66 -6.22
O 0.54 3.46 1.56
H -0.20 3.24 2.12
H 0.73 2.66 1.08
O -1.11 4.86 -0.11
H -0.59 4.45 0.58
H -1.95 4.40 -0.09

Record 2
ORCA calculation (wB97M-V/def2-TZVPD) on C36H116B3O20STl as an isolated structure at a distorted geometry.

## Properties
E_HOMO = -0.126 hartree
HOMO-LUMO gap = 0.742 eV
charge = -2

Atoms and positions in Å:
Tl -1.09 -2.84 1.36
B -1.13 -7.27 -2.17
H -9.12 -7.04 -13.08
H -0.72 9.10 -8.25
H 4.41 6.76 13.03
H 0.40 -4.15 10.54
B -2.76 -2.33 -0.67
H 0.62 -0.41 -2.47
H -1.88 0.75 2.17
H -5.67 -8.79 -5.35
H -4.56 0.24 8.40
B -3.11 -4.16 0.87
H -0.91 9.09 5.76
H 8.03 8.65 10.74
H 10.30 2.40 5.88
H -6.93 -2.48 6.52
S -0.64 -1.22 3.87
O 0.13 0.01 3.88
O 0.27 -2.29 2.97
O -0.78 -1.68 5.19
O -1.81 -1.14 3.01
C -6.15 -4.45 -2.06
C -4.72 -4.90 -1.95
O -4.64 -5.98 -2.81
H -6.36 -4.34 -3.13
H -6.31 -3.48 -1.54
H -6.85 -5.25 -1.69
H -4.48 -5.10 -0.89
H -4.18 -4.02 -2.26
H -3.75 -6.23 -3.04
C 1.07 2.34 1.27
C 1.82 1.07 0.86
O 1.92 1.07 -0.58
H 0.70 2.10 2.27
H 0.19 2.59 0.66
H 1.83 3.16 1.46
H 1.20 0.24 1.21
H 2.83 1.01 1.36
H 2.10 0.18 -0.86
C 2.07 0.29 -4.82
C 1.01 1.28 -5.32
O 0.43 0.74 -6.51
H 2.51 0.56 -3.85
H 2.84 0.27 -5.57
H 1.54 -0.63 -4.70
H 1.45 2.26 -5.57
H 0.19 1.44 -4.59
H -0.01 1.47 -6.96
C -7.43 -2.44 1.94
C -6.02 -2.67 1.41
O -5.73 -1.70 0.41
H -7.76 -3.20 2.65
H -8.07 -2.35 1.02
H -7.53 -1.49 2.46
H -5.94 -3.63 0.96
H -5.34 -2.67 2.28
H -5.93 -0.83 0.76
C 2.28 -3.64 1.10
C 1.43 -4.91 1.33
O 0.19 -4.86 0.59
H 1.84 -2.70 1.39
H 2.57 -3.74 0.04
H 3.22 -3.79 1.64
H 1.15 -4.97 2.37
H 2.05 -5.72 0.94
H 0.37 -4.55 -0.30
C 1.74 4.79 4.58
C 0.83 3.70 5.10
O 1.46 2.45 5.35
H 2.07 4.54 3.57
H 2.63 4.95 5.22
H 1.15 5.71 4.64
H 0.09 3.56 4.37
H 0.32 4.06 5.98
H 0.82 1.82 5.07
C 5.63 -2.35 0.26
C 4.90 -1.85 -0.94
O 3.70 -1.10 -0.62
H 6.59 -2.86 -0.01
H 5.00 -3.06 0.80
H 5.92 -1.58 0.97
H 4.64 -2.69 -1.57
H 5.56 -1.18 -1.49
H 3.43 -1.25 0.31
C 5.20 -0.64 3.48
C 4.20 0.01 4.34
O 3.07 0.32 3.48
H 4.74 -1.51 3.07
H 6.19 -0.83 3.90
H 5.36 0.05 2.64
H 4.57 0.93 4.81
H 3.88 -0.60 5.17
H 2.24 0.09 3.92
C 3.05 -5.44 -3.20
C 1.59 -5.45 -2.91
O 1.33 -5.59 -1.53
H 3.60 -6.30 -2.77
H 3.57 -4.51 -2.92
H 3.30 -5.54 -4.27
H 1.00 -6.24 -3.36
H 1.16 -4.53 -3.28
H 0.60 -6.25 -1.40
C -5.72 4.66 -1.93
C -5.16 3.27 -2.08
O -4.36 3.11 -3.25
H -6.37 4.86 -2.79
H -4.95 5.41 -1.89
H -6.37 4.64 -1.03
H -5.91 2.54 -2.07
H -4.44 3.09 -1.26
H -3.63 2.55 -2.98
C -0.88 -3.02 -6.28
C 0.22 -2.79 -7.28
O 0.10 -1.50 -7.81
H -1.86 -3.26 -6.74
H -1.00 -2.20 -5.61
H -0.67 -3.88 -5.63
H 0.14 -3.38 -8.22
H 1.20 -3.06 -6.83
H 0.25 -0.75 -7.17
C -3.67 -1.13 -3.54
C -2.26 -0.53 -3.48
O -2.37 0.60 -2.60
H -4.40 -0.39 -3.69
H -4.06 -1.58 -2.61
H -3.68 -1.86 -4.32
H -1.94 -0.14 -4.43
H -1.41 -1.14 -3.20
H -2.23 0.21 -1.74
C 1.25 5.81 -2.21
C 0.76 4.45 -1.66
C -0.75 4.37 -1.72
O 1.39 3.41 -2.41
H 0.94 5.92 -3.25
H 2.36 5.82 -2.14
H 0.80 6.59 -1.56
H 1.10 4.33 -0.66
H -1.13 5.13 -1.06
H -1.08 3.41 -1.32
H -1.19 4.53 -2.69
H 1.52 2.67 -1.78
C 1.43 -4.93 5.97
C 1.74 -3.87 7.01
C 2.86 -2.84 6.54
O 0.61 -3.15 7.43
H 2.33 -5.48 5.64
H 0.98 -4.51 5.09
H 0.74 -5.69 6.32
H 2.15 -4.33 7.93
H 2.84 -2.18 7.42
H 2.54 -2.26 5.71
H 3.79 -3.32 6.39
H 0.19 -2.72 6.69
C -3.46 6.35 1.35
C -2.64 5.36 2.11
C -3.64 4.53 3.02
O -1.97 4.53 1.12
H -2.87 6.80 0.53
H -3.82 7.21 1.89
H -4.30 5.79 0.91
H -1.87 5.88 2.70
H -3.18 3.88 3.73
H -4.29 3.90 2.37
H -4.21 5.31 3.51
H -2.45 4.58 0.31
C 4.50 4.89 -2.23
C 4.66 3.98 -3.45
C 4.98 2.54 -3.04
O 3.51 4.08 -4.22
H 5.34 4.83 -1.54
H 3.58 4.66 -1.68
H 4.28 5.95 -2.38
H 5.45 4.34 -4.10
H 4.10 2.13 -2.55
H 5.79 2.49 -2.32
H 5.30 1.94 -3.87
H 2.72 3.89 -3.72

Record 3
ORCA calculation (wB97M-V/def2-TZVPD) on C36H20Br2F3N5O4Rh as an isolated structure.

## Properties
E_HOMO (spin up / spin down) = -0.155 / -0.154 hartree
ΔE to the lowest compared entry with this formula, charge and spin = 54.9 kcal/mol
HOMO-LUMO gap (spin up / spin down) = 5.562 / 5.541 eV
charge = -1

Atoms and positions in Å:
Rh 1.25 0.36 0.18
Br 2.14 -2.82 -6.92
C 1.66 -1.70 -5.48
C 0.80 -0.63 -5.69
C 0.46 0.19 -4.63
C 0.97 -0.07 -3.36
O 0.69 0.76 -2.31
C 1.82 -1.15 -3.12
C 2.44 -1.59 -1.84
N 2.27 -1.12 -0.65
C 2.97 -1.81 0.41
C 3.15 -3.16 0.43
C 3.79 -3.78 1.53
C 4.19 -3.03 2.60
C 3.96 -1.63 2.63
C 4.23 -0.82 3.76
C 3.85 0.49 3.74
C 3.21 1.02 2.60
N 2.99 0.29 1.53
C 3.35 -1.02 1.53
C 2.16 -1.95 -4.22
H 0.41 -0.43 -6.67
H -0.20 1.04 -4.76
H 3.12 -2.42 -1.99
H 2.77 -3.78 -0.37
H 3.92 -4.85 1.53
H 4.65 -3.50 3.46
H 4.70 -1.26 4.63
H 4.00 1.14 4.60
H 2.84 2.03 2.58
H 2.82 -2.80 -4.07
N -1.57 1.05 1.59
C -0.57 1.93 1.89
O 0.44 2.00 1.13
C -0.71 2.82 2.98
C 0.39 3.64 3.31
N 1.29 4.31 3.58
C -1.87 2.82 3.78
N -2.85 2.77 4.40
H -1.28 0.25 1.03
H -2.21 0.84 2.34
F -5.62 6.27 0.21
C -5.17 6.31 -1.05
F -6.25 6.26 -1.85
F -4.64 7.54 -1.22
C -4.17 5.23 -1.35
C -4.26 4.49 -2.52
C -3.31 3.53 -2.79
C -2.25 3.32 -1.91
C -2.17 4.07 -0.73
C -3.13 5.02 -0.45
C -1.24 2.34 -2.16
C -0.31 1.60 -2.33
H -5.08 4.66 -3.20
H -3.37 2.94 -3.69
H -1.36 3.88 -0.04
H -3.08 5.58 0.47
Br -0.09 -3.31 3.92
C -0.84 -4.01 2.32
C -1.30 -5.32 2.42
C -1.87 -5.94 1.32
C -2.00 -5.24 0.13
C -1.54 -3.94 0.05
C -0.95 -3.29 1.13
C -0.44 -1.86 0.89
O 0.26 -1.34 1.78
O -0.75 -1.35 -0.22
H -1.20 -5.84 3.36
H -2.22 -6.96 1.41
H -2.45 -5.71 -0.74
H -1.64 -3.36 -0.86

Record 4
ORCA calculation (wB97M-V/def2-TZVPD) on C36H22BrF4KN6P as an isolated structure.

## Properties
E_HOMO = -0.413 hartree
ΔE to the lowest compared entry with this formula, charge and spin = 0.0 kcal/mol
HOMO-LUMO gap = 7.809 eV
charge = +1

Atoms and positions in Å:
K -0.04 1.93 -1.17
C 0.19 -2.44 -2.98
C 0.25 -1.06 -2.86
N -0.62 -0.40 -2.10
C -1.54 -1.10 -1.44
C -1.55 -2.49 -1.54
N -0.69 -3.16 -2.30
C -2.54 -0.35 -0.61
C -3.69 -0.97 -0.16
C -4.61 -0.25 0.61
C -4.28 1.07 0.90
C -3.10 1.62 0.42
N -2.25 0.92 -0.33
C -2.72 3.03 0.75
C -3.37 3.76 1.74
N -3.04 5.01 2.04
C -2.04 5.55 1.35
C -1.37 4.82 0.38
N -1.70 3.57 0.08
C -5.87 -0.88 1.10
C -6.23 -2.18 0.76
C -7.41 -2.71 1.24
N -8.25 -2.05 2.03
C -7.91 -0.80 2.36
C -6.75 -0.19 1.93
H 0.88 -2.98 -3.62
H 0.99 -0.48 -3.39
H -2.25 -3.10 -0.97
H -3.89 -1.99 -0.42
H -4.96 1.68 1.47
H -4.18 3.34 2.32
H -1.76 6.57 1.59
H -0.54 5.27 -0.16
H -5.61 -2.79 0.12
H -7.70 -3.72 0.97
H -8.60 -0.27 3.00
H -6.56 0.83 2.26
F 6.06 2.48 3.83
C 5.30 2.00 2.86
C 5.72 0.91 2.12
F 6.89 0.36 2.37
C 4.91 0.42 1.12
F 5.37 -0.64 0.45
C 3.67 0.97 0.81
P 2.59 0.27 -0.51
C 2.27 -1.42 0.12
C 3.12 -2.52 -0.01
C 2.74 -3.75 0.52
C 1.53 -3.89 1.18
C 0.68 -2.80 1.32
C 1.05 -1.57 0.78
C 3.76 0.11 -1.90
C 3.77 -0.99 -2.75
C 4.59 -1.02 -3.87
C 5.41 0.06 -4.16
C 5.40 1.17 -3.32
C 4.58 1.20 -2.21
C 3.27 2.06 1.59
Br 1.60 2.93 1.34
C 4.07 2.57 2.60
F 3.68 3.61 3.33
H 4.07 -2.43 -0.51
H 3.40 -4.60 0.41
H 1.25 -4.85 1.60
H -0.26 -2.90 1.84
H 0.38 -0.72 0.88
H 3.15 -1.86 -2.52
H 4.60 -1.89 -4.51
H 6.05 0.04 -5.03
H 6.04 2.02 -3.54
H 4.59 2.07 -1.56